1.
120
Properties=species:S:1:pos:R:3:forces:R:3 method="wB97M-V/def2-TZVPD" smiles="CB(O)[C@@H](C#N)[C@](C#N)(ON=O)B(C)O.Fc1ccccc1.Fc1ccccc1.Fc1ccccc1.Fc1ccccc1.Fc1ccccc1.Fc1ccccc1.Fc1ccccc1.Fc1ccccc1" energy_ev=-92541.2521 e_homo_ev=-9.2 orbital_gap_ev=8.35
C 6.143 5.657 -0.535 0.0 0.5 1.5
B 4.515 5.878 -0.394 1.3 1.5 -1.7
O 3.929 6.876 -1.250 1.4 -1.0 2.4
C 3.743 4.982 0.727 -0.5 0.8 1.9
C 4.022 5.722 2.150 0.9 2.2 3.0
N 4.241 6.347 3.171 -1.2 -3.7 -5.9
C 2.140 4.898 0.575 0.0 2.1 0.5
C 1.583 6.408 0.824 -2.6 2.9 0.5
N 1.002 7.466 0.972 3.5 -6.0 -0.8
O 1.545 4.108 1.682 0.0 2.4 -0.1
N 2.123 2.880 1.761 2.2 -1.8 0.9
O 2.735 2.732 2.776 -1.4 0.4 -1.4
B 1.602 4.428 -0.898 -1.0 0.3 -2.9
C 1.243 2.892 -1.333 -0.8 0.1 0.3
O 1.369 5.442 -1.933 -0.5 -1.7 2.7
H 6.676 6.619 -0.906 -0.8 -1.8 0.3
H 6.419 4.724 -1.141 -0.3 1.4 0.7
H 6.524 5.512 0.557 -0.4 0.0 -1.8
H 4.650 7.523 -1.463 -0.9 -1.0 0.0
H 4.281 3.973 0.798 -1.1 1.3 -0.1
H 0.633 2.909 -2.322 1.4 0.0 1.6
H 2.155 2.203 -1.412 -1.3 0.9 0.1
H 0.514 2.447 -0.543 1.4 0.6 -1.1
H 0.499 5.882 -1.741 1.2 -0.1 -0.3
F -0.391 0.360 0.644 0.0 0.1 -0.2
C -0.353 -0.103 1.904 0.0 -0.3 0.9
C 0.039 0.743 2.929 0.0 0.1 -0.1
C 0.073 0.266 4.236 -0.1 -0.3 -0.2
C -0.274 -1.057 4.501 0.0 0.1 0.0
C -0.662 -1.900 3.462 0.1 0.3 0.1
C -0.707 -1.419 2.157 -0.1 0.0 -0.2
H 0.313 1.765 2.703 -0.2 -0.1 0.0
H 0.372 0.923 5.046 0.0 0.0 -0.1
H -0.243 -1.431 5.520 0.0 0.0 -0.1
H -0.929 -2.931 3.669 0.0 0.2 -0.1
H -1.015 -2.059 1.338 0.1 0.0 0.0
F -1.669 1.511 -2.757 0.2 0.0 -0.1
C -2.928 1.476 -2.294 -0.8 0.0 0.3
C -3.938 2.087 -3.021 0.1 0.1 -0.1
C -5.245 2.046 -2.543 0.2 -0.2 0.3
C -5.524 1.403 -1.339 -0.1 0.0 0.0
C -4.501 0.797 -0.615 0.0 0.2 -0.3
C -3.196 0.828 -1.098 0.2 -0.1 0.1
H -3.700 2.590 -3.951 0.0 0.0 0.1
H -6.044 2.515 -3.108 0.1 0.0 0.0
H -6.543 1.376 -0.965 0.1 0.0 0.0
H -4.720 0.300 0.325 0.1 0.0 -0.1
H -2.389 0.354 -0.552 0.0 0.1 -0.1
F -2.609 -4.507 3.262 0.0 0.0 -0.3
C -2.891 -4.941 4.501 -0.2 -0.4 0.9
C -2.453 -6.195 4.900 0.0 0.0 -0.1
C -2.741 -6.644 6.186 -0.2 0.3 0.1
C -3.474 -5.836 7.054 0.0 0.0 -0.1
C -3.913 -4.581 6.641 0.2 -0.3 -0.1
C -3.615 -4.128 5.359 0.0 0.2 -0.1
H -1.892 -6.812 4.207 -0.1 0.1 -0.1
H -2.396 -7.620 6.512 -0.2 0.5 -0.1
H -3.702 -6.187 8.056 0.0 0.0 -0.1
H -4.487 -3.955 7.317 0.1 0.0 -0.1
H -3.942 -3.150 5.023 0.0 -0.1 0.0
F 5.806 4.430 -4.206 0.0 -0.2 0.1
C 5.788 5.652 -4.763 0.0 0.9 -0.4
C 6.496 5.876 -5.934 0.1 -0.2 0.0
C 6.474 7.141 -6.514 -0.2 0.1 0.3
C 5.753 8.170 -5.911 0.0 0.0 0.0
C 5.050 7.934 -4.732 0.2 -0.2 -0.2
C 5.063 6.666 -4.158 0.0 -0.2 0.1
H 7.058 5.066 -6.385 -0.1 0.0 0.0
H 7.019 7.326 -7.435 0.0 -0.1 0.1
H 5.740 9.157 -6.361 0.0 -0.1 0.1
H 4.492 8.737 -4.261 0.0 -0.1 0.0
H 4.514 6.462 -3.246 0.0 -0.1 -0.3
F -1.666 -9.385 6.346 0.0 -0.4 0.0
C -0.329 -9.371 6.181 1.0 -0.1 -0.1
C 0.411 -10.481 6.557 -0.2 -0.1 0.1
C 1.792 -10.473 6.384 -0.1 0.3 -0.1
C 2.418 -9.351 5.846 0.0 0.0 0.0
C 1.665 -8.240 5.476 0.0 -0.3 0.1
C 0.283 -8.251 5.639 -0.1 0.1 0.0
H -0.092 -11.342 6.982 0.0 0.1 0.0
H 2.380 -11.340 6.668 -0.1 0.1 0.0
H 3.496 -9.344 5.715 -0.1 0.0 0.0
H 2.155 -7.365 5.061 -0.1 -0.1 0.0
H -0.317 -7.399 5.349 0.2 -0.1 0.1
F -0.924 6.726 -1.038 0.1 0.1 -0.2
C -2.188 6.684 -0.579 -1.2 -0.1 0.4
C -3.199 7.284 -1.313 0.2 0.1 -0.2
C -4.507 7.236 -0.841 0.2 -0.2 0.3
C -4.786 6.597 0.365 0.0 0.0 0.0
C -3.762 6.002 1.096 0.0 0.2 -0.3
C -2.456 6.040 0.619 0.2 -0.1 0.0
H -2.961 7.783 -2.245 0.0 0.0 0.1
H -5.307 7.696 -1.411 0.1 0.0 0.0
H -5.807 6.564 0.735 0.1 0.0 0.0
H -3.981 5.508 2.038 0.1 0.0 -0.1
H -1.647 5.575 1.171 0.0 0.1 0.0
F -0.763 -7.949 0.178 0.0 -0.2 0.1
C -0.767 -6.728 -0.381 0.0 0.8 -0.4
C -0.046 -6.509 -1.545 0.1 -0.1 0.0
C -0.054 -5.245 -2.127 -0.2 0.0 0.3
C -0.774 -4.211 -1.531 0.0 0.0 0.0
C -1.490 -4.441 -0.359 0.2 -0.2 -0.2
C -1.491 -5.708 0.217 -0.1 -0.1 0.2
H 0.514 -7.324 -1.990 -0.1 0.0 0.0
H 0.500 -5.064 -3.042 0.0 -0.1 0.1
H -0.776 -3.224 -1.983 0.0 -0.1 0.0
H -2.047 -3.634 0.106 0.0 -0.2 0.0
H -2.050 -5.907 1.124 0.1 0.0 0.0
F 1.175 -4.634 -5.352 0.2 -0.1 0.1
C 0.063 -4.332 -6.042 -0.8 0.2 -0.5
C -0.558 -5.316 -6.797 0.1 -0.2 0.0
C -1.713 -5.004 -7.508 0.1 0.3 0.2
C -2.228 -3.710 -7.464 0.0 0.0 0.0
C -1.593 -2.730 -6.707 0.0 -0.3 -0.1
C -0.444 -3.043 -5.987 0.1 0.1 0.1
H -0.138 -6.315 -6.826 0.0 0.1 0.0
H -2.211 -5.768 -8.096 0.1 0.1 0.1
H -3.126 -3.467 -8.023 0.1 0.0 0.1
H -1.993 -1.721 -6.677 0.1 -0.1 0.0
H 0.058 -2.294 -5.385 0.0 -0.1 0.0


2.
14
Properties=species:S:1:pos:R:3:forces:R:3 method="wB97M-V/def2-TZVPD" smiles="C[C@@]1(N)C(=O)[C@H]1O" energy_ev=-9843.0230 e_homo_ev=-8.6 orbital_gap_ev=8.96 de_lowest_ev=4.2567
C -0.365 -1.377 -0.259 0.6 0.1 0.1
C 0.117 1.119 -0.647 2.4 1.2 1.9
C 0.063 -0.045 0.332 0.9 0.6 0.7
N -0.281 0.230 1.700 -0.4 0.0 0.0
C 1.384 0.616 -0.205 -0.3 -3.2 -1.7
O -0.407 1.226 -1.894 -0.3 0.6 -0.1
O 2.567 0.452 -0.379 -0.6 0.5 0.4
H -1.373 1.259 -1.840 0.2 0.2 0.1
H -1.234 -0.055 1.907 0.0 0.0 0.1
H 0.341 -0.256 2.335 -0.1 0.0 -0.1
H 0.607 1.971 0.158 -2.4 0.0 -1.4
H -0.107 -1.433 -1.316 0.0 -0.1 0.0
H 0.132 -2.193 0.265 -0.1 -0.1 0.0
H -1.444 -1.513 -0.156 0.0 0.1 0.0


3.
8
Properties=species:S:1:pos:R:3:forces:R:3 method="wB97M-V/def2-TZVPD" energy_ev=-65880.6847 e_homo_ev=-9.2 orbital_gap_ev=8.15 de_lowest_ev=1.7241
Si 0.067 -1.637 2.738 -0.1 0.0 -0.5
Si 0.615 0.907 -1.561 -3.0 2.4 0.1
Cl -1.147 1.599 -0.610 0.9 -0.4 -0.3
Cl -1.571 -1.786 3.976 -0.2 0.0 0.4
Cl 0.065 -0.404 -2.869 -0.6 -1.9 -1.4
Cl 1.360 2.440 -2.571 0.7 1.0 -0.4
H -0.849 -1.602 1.507 0.4 0.0 0.0
H 1.462 0.483 -0.610 1.9 -1.1 2.1